a | A single C3H4N2O3 molecule, computed with ωB97M-V/def2-TZVPD.

## Properties
- E_HOMO: -0.3050 Ha
- Structure (SMILES): Nc1co/c(=N\O)o1
- HOMO-LUMO gap: 8.870 eV

Atoms and positions in Å:
N (-2.807, -0.499, 0.004)
C (-1.560, -0.019, -0.047)
C (-1.077, 1.189, 0.091)
O (0.366, 1.110, -0.032)
C (0.702, -0.196, 0.041)
N (1.891, -0.721, 0.289)
O (2.981, -0.023, -0.278)
O (-0.486, -0.938, -0.028)
H (-3.020, -1.393, -0.381)
H (-3.535, 0.225, -0.031)
H (-1.555, 2.154, 0.048)
H (3.248, 0.509, 0.514)

Atom charges from the natural (NBO) analysis, given in e for atoms 1 to 2: -0.8104 0.4188

=====

b | A single C3H4N2O3 molecule, computed with ωB97M-V/def2-TZVPD.

## Properties
- E_HOMO: -0.3866 Ha
- Structure (SMILES): O=CN/N=C/C(=O)O
- HOMO-LUMO gap: 9.966 eV

Atoms and positions in Å:
O (1.670, 2.318, -0.267)
C (0.520, 2.321, -0.622)
N (-0.454, 1.270, -0.523)
N (-0.199, 0.081, 0.187)
C (-0.797, -1.068, 0.096)
C (0.127, -2.214, 0.597)
O (-0.281, -3.389, 0.558)
O (1.383, -1.933, 1.048)
H (0.031, 3.065, -1.277)
H (-1.488, 1.497, -0.614)
H (-1.794, -1.143, -0.396)
H (1.281, -0.805, 1.214)

Atom charges from the natural (NBO) analysis, given in e for atoms 1 to 2: -0.5195 0.5425

=====

Which of them is the most stable, and which is the least stable? b and a, in that order.

=====

a | A single C2H4N2S2 molecule, computed with ωB97M-V/def2-TZVPD.

## Properties
- E_HOMO: -0.3331 Ha
- Structure (SMILES): [H]/N=C(\N)C(=S)S
- HOMO-LUMO gap: 8.252 eV

Atoms and positions in Å:
H (1.464, -1.594, -0.075)
N (0.483, -1.358, -0.068)
C (0.290, -0.103, 0.007)
N (1.226, 0.881, 0.117)
C (-1.156, 0.389, 0.014)
S (-1.545, 1.978, -0.024)
S (-2.382, -0.834, 0.043)
H (2.193, 0.637, -0.055)
H (0.940, 1.839, 0.024)
H (-1.512, -1.834, 0.017)

Atom charges from the natural (NBO) analysis, given in e for atoms 1 to 2: 0.3452 -0.7073

=====

b | A single C2H4N2S2 molecule, computed with ωB97M-V/def2-TZVPD.

## Properties
- E_HOMO: -0.3194 Ha
- Structure (SMILES): SN1CN=CS1
- HOMO-LUMO gap: 9.000 eV

Atoms and positions in Å:
S (2.085, -0.443, -0.520)
N (0.561, -0.540, 0.582)
C (-0.320, 0.536, 0.158)
N (-1.360, 0.102, -0.707)
C (-1.385, -1.151, -0.730)
S (-0.236, -2.013, 0.275)
H (2.866, -0.836, 0.463)
H (0.299, 1.316, -0.467)
H (-0.562, 1.125, 1.157)
H (-1.986, -1.901, -1.208)

Atom charges from the natural (NBO) analysis, given in e for atoms 1 to 2: 0.0914 -0.6702

=====

Which of them is the most stable, and which is the least stable? a and b, in that order.

=====

a | A molecular structure, C2H4N2S2, computed with ωB97M-V/def2-TZVPD.

## Properties
- E_HOMO: -0.2897 Ha
- HOMO-LUMO gap: 8.458 eV

Atoms and positions in Å:
C (0.211, 1.331, 0.661)
C (-0.694, 0.823, 1.468)
N (1.190, 0.608, 0.171)
N (0.474, -1.689, -0.764)
S (-0.260, -0.820, 2.024)
S (1.257, -0.842, 0.540)
H (0.084, 2.207, -0.001)
H (-1.463, 1.242, 2.011)
H (0.286, -2.571, -0.429)
H (-0.345, -1.265, -1.273)

Atom charges from the natural (NBO) analysis, given in e for atoms 1 to 2: -0.0190 -0.4721

=====

b | A single C2H4N2S2 molecule, computed with ωB97M-V/def2-TZVPD.

## Properties
- E_HOMO: -0.3082 Ha
- Structure (SMILES): C=NS/C=N\S
- HOMO-LUMO gap: 8.899 eV

Atoms and positions in Å:
C (2.410, -1.194, 0.063)
N (1.223, -0.775, -0.067)
S (1.117, 0.993, -0.041)
C (-0.600, 1.395, 0.006)
N (-1.666, 0.719, 0.059)
S (-1.882, -0.930, -0.005)
H (3.300, -0.557, 0.337)
H (2.519, -2.311, -0.045)
H (-0.684, 2.467, 0.136)
H (-0.646, -1.428, -0.042)

Atom charges from the natural (NBO) analysis, given in e for atoms 1 to 2: -0.0636 -0.5491

=====

c | A single C2H4N2S2 molecule, computed with ωB97M-V/def2-TZVPD.

## Properties
- E_HOMO: -0.3130 Ha
- HOMO-LUMO gap: 8.837 eV

Atoms and positions in Å:
C (0.576, 0.734, -0.272)
C (0.565, -0.598, 0.456)
N (-0.393, 0.716, -1.340)
N (-1.221, -0.145, -1.306)
S (-2.326, -0.056, 1.137)
S (-1.190, -1.228, 0.153)
H (0.299, 1.632, 0.215)
H (1.543, 0.919, -0.715)
H (1.464, -1.248, 0.152)
H (0.682, -0.725, 1.521)

Atom charges from the natural (NBO) analysis, given in e for atoms 1 to 2: -0.3294 -0.6175

=====

Which of them is the most stable, and which is the least stable? b and a, in that order.

=====

a | A single C3H5I molecule, computed with ωB97M-V/def2-TZVPD.

## Properties
- E_HOMO: -0.3382 Ha
- Structure (SMILES): C=C(C)I
- HOMO-LUMO gap: 9.761 eV

Atoms and positions in Å:
C (0.801, 1.317, -0.205)
C (0.291, 0.477, 0.657)
C (-0.526, -0.850, 0.388)
I (0.479, 0.806, 2.814)
H (1.253, 2.292, -0.157)
H (0.416, 1.090, -1.183)
H (-0.325, -1.597, 1.237)
H (-1.657, -0.400, 0.453)
H (-0.447, -1.365, -0.646)

Atom charges from the natural (NBO) analysis, given in e for atoms 1 to 2: -0.4652 -0.0558

=====

b | 2 unconnected molecules or ions with the total composition C3H5I, computed with ωB97M-V/def2-TZVPD.

## Properties
- E_HOMO: -0.3683 Ha
- Structure (SMILES): C#CC.I
- HOMO-LUMO gap: 10.655 eV

Atoms and positions in Å:
C (-1.242, -1.753, -0.037)
C (-0.979, -0.598, 0.131)
C (-0.696, 0.813, 0.282)
H (-1.495, -2.760, -0.169)
H (0.209, 1.080, -0.260)
H (-1.525, 1.397, -0.117)
H (-0.564, 1.060, 1.334)
I (3.640, 0.227, 0.010)
H (2.652, 0.534, -1.174)

Atom charges from the natural (NBO) analysis, given in e for atoms 1 to 2: -0.2682 0.0190

=====

Which of them is the most stable, and which is the least stable? a and b, in that order.